No. 1
{"formula": "C28H30BN6O2RbSb", "method": "ωB97M-V with the def2-TZVPD basis set", "symbols": ["Rb", "C", "C", "N", "O", "C", "C", "N", "O", "H", "H", "H", "H", "H", "H", "H", "B", "N", "C", "C", "C", "N", "N", "C", "C", "C", "N", "H", "H", "H", "H", "H", "H", "H", "H", "C", "C", "C", "C", "C", "C", "Sb", "C", "C", "C", "C", "C", "C", "C", "C", "C", "C", "C", "C", "H", "H", "H", "H", "H", "H", "H", "H", "H", "H", "H", "H", "H", "H", "H"], "xyz": [[1.6330, -1.9167, 0.9845], [1.2368, -5.5648, 0.6746], [-0.0308, -4.7531, 0.6575], [-0.7938, -4.7011, -0.3765], [-0.2816, -5.5147, -1.4262], [-0.4124, -3.9383, 1.8188], [-1.7661, -3.3267, 1.9610], [0.5678, -3.6322, 2.6299], [0.3374, -2.7008, 3.5002], [1.9762, -5.1486, -0.0130], [1.0132, -6.5696, 0.3171], [1.6485, -5.5955, 1.6777], [-0.8942, -5.3182, -2.1392], [-2.4518, -3.7091, 1.2061], [-1.7213, -2.2347, 1.8897], [-2.1564, -3.5261, 2.9620], [4.4339, -0.5371, -1.5674], [4.5160, 0.1558, -0.1685], [4.9993, 1.3784, 0.1155], [4.8984, 1.5892, 1.4770], [4.3321, 0.3959, 1.9518], [4.1086, -0.4612, 0.9594], [3.0849, -0.2089, -2.2859], [2.9426, 0.4254, -3.4616], [1.6149, 0.3697, -3.8387], [1.0102, -0.3546, -2.8019], [1.8942, -0.6922, -1.8671], [5.3160, -0.0692, -2.2658], [4.5311, -1.7341, -1.4057], [5.3873, 2.0034, -0.6729], [5.2011, 2.4568, 2.0388], [4.0876, 0.1190, 2.9668], [3.8003, 0.8624, -3.9456], [1.1571, 0.7792, -4.7231], [-0.0251, -0.6441, -2.6957], [-4.5512, 1.8149, 3.5954], [-3.2864, 1.4915, 4.0707], [-2.2987, 1.0809, 3.1865], [-2.5545, 0.9986, 1.8164], [-3.8273, 1.3154, 1.3517], [-4.8207, 1.7216, 2.2376], [-0.9342, 0.3915, 0.5531], [-0.0093, 2.3132, 0.4136], [-0.7202, 3.5080, 0.5360], [-0.0670, 4.7283, 0.4294], [1.3045, 4.7673, 0.2032], [2.0217, 3.5866, 0.0830], [1.3667, 2.3641, 0.1866], [-2.0499, 0.4707, -1.2646], [-1.9923, 1.5377, -2.1560], [-2.7074, 1.4980, -3.3471], [-3.4863, 0.3920, -3.6595], [-3.5459, -0.6806, -2.7796], [-2.8266, -0.6427, -1.5913], [-5.3253, 2.1313, 4.2836], [-3.0712, 1.5470, 5.1306], [-1.3236, 0.8084, 3.5769], [-4.0539, 1.2515, 0.2936], [-5.8074, 1.9647, 1.8621], [-1.7883, 3.4887, 0.7244], [-0.6277, 5.6504, 0.5270], [1.8131, 5.7207, 0.1250], [3.0903, 3.6023, -0.0865], [1.9486, 1.4540, 0.0736], [-1.3745, 2.3995, -1.9332], [-2.6473, 2.3313, -4.0365], [-4.0382, 0.3617, -4.5909], [-4.1411, -1.5521, -3.0224], [-2.8633, -1.5001, -0.9262]], "total_charge": -1, "total_energy_ha": -1853.17010, "relative_energy_kcal_mol": 2.4}

No. 2
{"formula": "C4H10N2S2", "method": "ωB97M-V with the def2-TZVPD basis set", "symbols": ["C", "C", "C", "C", "H", "H", "H", "H", "H", "H", "H", "H", "H", "H", "N", "N", "S", "S"], "xyz": [[-0.2612, -0.5402, -2.2177], [0.7822, 0.8377, 0.3777], [1.6188, 1.0883, 1.6045], [-1.2422, -1.7684, -0.3604], [0.7075, -0.1477, -2.4462], [-0.9921, 0.2628, -2.2274], [-0.5963, -1.2810, -2.9152], [1.6315, -0.9519, -0.2951], [1.0546, 1.4581, -0.4683], [-0.2809, 1.1139, 0.6287], [1.0815, 0.7259, 2.5343], [2.6201, 0.6862, 1.6245], [2.2067, 3.2848, 0.8103], [-1.1590, -2.0410, 0.6756], [-0.2184, -1.0506, -0.8518], [0.7395, -0.6026, 0.0228], [1.6057, 2.8976, 1.9412], [-2.5624, -2.2252, -1.2252]], "total_charge": 0, "total_energy_ha": -1064.24007, "smiles": "CN(C=S)NCCS", "relative_energy_kcal_mol": 35.9}

No. 3
{"formula": "C3H5N3", "method": "ωB97M-V with the def2-TZVPD basis set", "symbols": ["C", "N", "N", "C", "C", "N", "H", "H", "H", "H", "H"], "xyz": [[1.3242, -1.5331, 0.5310], [0.4641, -0.4011, 0.2294], [-0.4856, -0.7004, -0.5170], [-1.3515, 0.3916, -0.7961], [-1.1541, 1.5752, -0.2355], [-0.9696, 2.6019, 0.3940], [1.1028, -1.8604, 1.5534], [2.3619, -1.1864, 0.5108], [1.1762, -2.3658, -0.1652], [-2.1601, 0.2144, -1.4938], [-0.3085, 3.2642, -0.0109]], "total_charge": 0, "total_energy_ha": -281.48090, "smiles": "C/N=N/C=C=N", "relative_energy_kcal_mol": 68.5}

No. 4
{"formula": "C17H18AlBrN2O8", "method": "ωB97M-V with the def2-TZVPD basis set", "symbols": ["O", "C", "O", "C", "C", "C", "Al", "Br", "C", "O", "O", "H", "H", "H", "H", "H", "H", "H", "H", "C", "C", "C", "C", "C", "C", "N", "O", "O", "H", "H", "H", "H", "H", "C", "C", "C", "C", "C", "C", "N", "O", "O", "H", "H", "H", "H", "H"], "xyz": [[6.2141, -0.1475, 1.8422], [5.4251, -0.3574, 0.8452], [5.0904, 0.7628, 0.0275], [4.8541, -1.8264, 0.4632], [3.4100, -1.9899, 1.2275], [2.2139, -2.4168, 0.2275], [0.9145, -0.9213, -0.2849], [1.9492, 1.1069, -1.0810], [-0.3599, -0.6223, 1.2898], [-1.2694, -1.5215, 1.5672], [-0.3691, 0.5370, 2.1264], [5.2540, 1.5974, 0.5353], [4.7664, -1.9244, -0.6763], [5.6209, -2.5972, 0.8735], [3.1838, -1.0680, 1.8788], [3.5663, -2.8893, 1.9526], [1.5882, -3.2227, 0.7920], [2.6214, -2.9531, -0.7245], [0.0267, -1.4864, -1.4983], [1.5460, 4.8996, -6.6177], [0.3876, 4.1394, -6.7605], [0.1088, 3.1154, -5.8590], [0.9974, 2.8629, -4.8118], [2.1637, 3.6172, -4.6689], [2.4345, 4.6371, -5.5774], [0.6981, 1.8062, -3.8494], [-0.3387, 1.1465, -4.0180], [1.5059, 1.6339, -2.9008], [1.7571, 5.7017, -7.3202], [-0.3008, 4.3477, -7.5744], [-0.7972, 2.5312, -5.9820], [2.8633, 3.4256, -3.8613], [3.3375, 5.2311, -5.4728], [-3.5140, -1.0197, 3.9869], [-4.1123, -1.9603, 3.1526], [-5.2522, -2.6406, 3.5709], [-5.7898, -2.3668, 4.8311], [-5.1900, -1.4306, 5.6749], [-4.0483, -0.7579, 5.2472], [-7.0033, -3.0607, 5.2671], [-7.4934, -3.8911, 4.5074], [-7.4664, -2.7707, 6.3671], [-2.6255, -0.4869, 3.6510], [-3.6885, -2.1596, 2.1725], [-5.7073, -3.3708, 2.9098], [-5.5970, -1.2143, 6.6575], [-3.5757, -0.0256, 5.8946]], "total_charge": -2, "total_energy_ha": -4186.20096}

No. 5
{"formula": "C4H28NO12S", "method": "ωB97M-V with the def2-TZVPD basis set", "symbols": ["O", "C", "O", "C", "C", "C", "S", "N", "H", "H", "H", "H", "H", "H", "H", "H", "H", "H", "O", "H", "H", "O", "H", "H", "O", "H", "H", "O", "H", "H", "O", "H", "H", "O", "H", "H", "O", "H", "H", "O", "H", "H", "O", "H", "H", "O"], "xyz": [[-0.3314, -0.1842, -1.7909], [-0.3568, -0.6578, -0.6308], [-1.3165, -1.2026, -0.0439], [1.0721, -1.0518, -0.0213], [1.0891, -0.9496, 1.4891], [1.6304, 0.4370, 1.9475], [0.4273, 1.7229, 2.3296], [1.1808, -2.5229, -0.3812], [1.8067, -0.4970, -0.5917], [1.6881, -1.7278, 1.9675], [0.0796, -1.0637, 1.8680], [2.2386, 0.2206, 2.8363], [2.4206, 0.8640, 1.3277], [0.1957, 2.0810, 1.0518], [0.3664, -3.0433, -0.0712], [1.1258, -2.4840, -1.4011], [-2.9298, 0.8302, 1.9345], [-2.7055, 2.2390, 2.3988], [-3.1369, 1.7676, 1.6785], [-2.4436, 3.9059, 0.4689], [-1.8133, 3.2489, -0.8679], [-1.7034, 3.9174, -0.1462], [1.1559, -0.4737, -3.7484], [2.2338, -0.0368, -2.7363], [2.0953, -0.5108, -3.5601], [-3.1254, -3.6434, 0.4078], [-1.8663, -2.8650, 0.3293], [-2.1905, -3.7453, 0.6171], [0.7265, 1.3641, -1.3267], [0.7763, 2.8511, -1.4306], [1.2661, 2.1181, -1.0386], [3.2745, -2.3607, -0.2986], [3.7297, -1.4927, -1.5074], [4.0378, -1.9108, -0.7002], [-2.1312, -1.1854, 1.5717], [-2.5103, -0.8227, 2.9727], [-2.8992, -0.8582, 2.0949], [-3.8246, 0.2212, -0.9834], [-3.7855, 1.4846, -0.2402], [-4.3332, 1.0428, -0.9314], [4.8482, 0.3838, -0.4239], [4.9599, -0.5750, 0.7047], [5.1909, 0.3248, 0.4792], [-1.4807, 1.0388, -1.8760], [-2.8494, 1.8721, -1.9007], [-1.8825, 1.9294, -1.8267]], "total_charge": -1, "total_energy_ha": -1525.16620, "relative_energy_kcal_mol": 0.0}

No. 6
{"formula": "CH5PS", "method": "ωB97M-V with the def2-TZVPD basis set", "symbols": ["C", "P", "S", "H", "H", "H", "H", "H"], "xyz": [[0.4151, -0.5648, -0.7183], [-0.7857, 1.2928, 0.1655], [-0.4890, 0.8602, 2.2608], [-0.4286, -0.8941, -1.2096], [0.4994, -0.9597, 0.2250], [1.1110, -0.0605, -1.3441], [0.5230, 1.8364, -0.0059], [-1.8405, 0.7039, 2.5029]], "total_charge": 0, "total_energy_ha": -780.56676, "relative_energy_kcal_mol": 35.0}

Number 1: lowest unoccupied orbital energy 0.087 hartree, gap between HOMO and LUMO 6.7 eV. Number 2: lowest unoccupied orbital energy 0.022 hartree, gap between HOMO and LUMO 8.9 eV. Number 3: lowest unoccupied orbital energy 0.022 hartree, gap between HOMO and LUMO 9.6 eV. Number 4: lowest unoccupied orbital energy 0.130 hartree, gap between HOMO and LUMO 4.0 eV. Number 5: lowest unoccupied orbital energy 0.099 hartree, gap between HOMO and LUMO 9.0 eV. Number 6: lowest unoccupied orbital energy 0.019 hartree, gap between HOMO and LUMO 9.0 eV.